[1]
7
Properties=species:S:1:pos:R:3 method="wB97M-V/def2-TZVPD" orbital_gap_ev="13.1 / 7.8" spin_multiplicity=2 e_above_lowest_ev=1.407 total_energy_ev=-4071.294 charge=+1 molar_mass_da=44.1
H -0.854 -0.190 -1.359
C -0.193 -0.157 -0.497
H 0.942 1.130 0.642
H -0.479 1.215 1.126
N -0.005 1.086 0.212
H 0.200 -2.023 -0.219
N 0.389 -1.061 0.094

---

[2]
18
Properties=species:S:1:pos:R:3 method="wB97M-V/def2-TZVPD" orbital_gap_ev=9.6 smiles="C[C@@H](CN)NC(=O)O" e_above_lowest_ev=2.610 total_energy_ev=-11384.293 molar_mass_da=118.1
H -1.112 -1.080 0.166
C 1.309 -0.258 1.075
O 2.655 -0.118 0.588
H -0.084 -0.409 -2.137
H -1.575 2.052 0.303
H 3.278 -0.575 1.285
N -2.176 -0.287 -2.183
H -2.787 0.204 -2.812
H 1.143 0.865 -0.474
H -0.839 1.103 1.654
N 0.626 0.275 0.090
H -2.563 0.738 0.785
H -2.359 -1.214 -1.967
H -0.555 1.208 -2.142
O 0.906 -1.002 1.939
C -0.702 -0.006 -0.113
C -0.862 0.243 -1.733
C -1.441 1.046 0.733

---

[3]
12
Properties=species:S:1:pos:R:3 method="wB97M-V/def2-TZVPD" orbital_gap_ev=5.9 e_above_lowest_ev=5.177 total_energy_ev=-5729.707 charge=+1 molar_mass_da=62.1
H 0.720 -0.803 -1.446
H 3.063 0.983 0.273
C -0.253 -0.540 -1.025
H 1.576 0.506 0.150
C -1.218 0.057 1.059
H -1.852 0.838 0.613
H -0.972 0.340 2.082
H -0.641 0.294 -1.627
O 2.350 0.774 -0.348
H -0.920 -1.410 -1.134
N -0.041 -0.160 0.319
H -1.812 -0.879 1.084

---

[4]
13
Properties=species:S:1:pos:R:3 method="wB97M-V/def2-TZVPD" orbital_gap_ev=8.8 smiles="C=CS/C(Cl)=N/C" e_above_lowest_ev=2.367 total_energy_ev=-29090.376 molar_mass_da=135.6
H -0.654 -2.199 2.161
C 0.385 2.870 -1.304
S 1.716 0.535 -0.882
C 0.397 1.680 -0.769
C -1.157 -1.902 1.241
H -2.088 -1.539 1.527
N -0.299 -0.962 0.581
C 0.831 -1.150 0.137
H 1.081 3.275 -2.094
H -0.529 3.316 -0.966
Cl 2.021 -2.424 -0.033
H -0.346 1.322 -0.105
H -1.359 -2.822 0.506

---

[5]
16
Properties=species:S:1:pos:R:3 method="wB97M-V/def2-TZVPD" orbital_gap_ev=12.5 smiles=CC.CC e_above_lowest_ev=1.090 total_energy_ev=-4341.438 molar_mass_da=60.1
H -2.152 2.764 -0.265
H -3.111 0.289 -0.464
H 1.878 -1.911 2.208
H -1.683 0.262 0.409
H 1.874 -0.435 -0.640
H -2.504 2.187 -1.804
H 0.618 -1.155 0.095
H 3.481 -1.439 1.391
C -2.095 0.481 -0.503
H -1.641 -0.294 -1.117
H 2.181 -0.207 1.923
C 2.330 -1.264 1.511
H -0.875 2.210 -1.450
C -1.801 1.909 -0.948
C 1.688 -1.267 0.138
H 1.814 -2.131 -0.484

---

[6]
13
Properties=species:S:1:pos:R:3 method="wB97M-V/def2-TZVPD" orbital_gap_ev=8.5 smiles="S=CCl.C=CC" e_above_lowest_ev=2.630 total_energy_ev=-27616.080 molar_mass_da=122.6
H 1.518 0.212 -1.203
H -0.885 -1.218 0.372
C -0.572 -0.212 0.857
H -0.895 -0.396 1.864
Cl 1.849 -0.052 2.469
C 0.368 0.580 -1.316
C 1.434 -1.472 1.488
H -0.179 -0.221 -1.881
C -0.181 0.812 0.093
H 0.461 1.416 -1.832
S 2.038 -1.700 -0.001
H 0.011 1.728 0.658
H 0.875 -2.237 1.920

---

[7]
43
Properties=species:S:1:pos:R:3 method="wB97M-V/def2-TZVPD" orbital_gap_ev=8.9 smiles="CSc1cccc(NC(=O)CNC(=O)C2CCCCC2)c1" e_above_lowest_ev=0.038 total_energy_ev=-34861.178 molar_mass_da=306.4
C -3.359 2.236 -4.702
H 1.332 2.335 -0.656
C 1.405 -1.531 4.190
H -4.739 0.598 -4.456
C 1.133 -0.797 1.906
H -3.003 -1.127 -4.018
N 0.848 0.265 1.038
C 1.418 -2.085 1.460
H -4.037 2.827 -5.322
H -0.631 -0.469 -3.854
H -2.824 0.241 -2.915
H 0.825 0.799 -2.748
H 2.749 -2.925 6.517
H -3.466 2.568 -3.670
C 0.500 1.656 -0.891
H -1.828 2.246 -6.216
C -3.716 0.757 -4.801
O -1.538 2.824 -2.347
H 1.002 -3.331 6.584
H 0.645 1.139 1.504
C -2.747 -0.067 -3.960
H -1.242 -0.189 -5.487
S 1.367 -1.050 5.889
N 0.314 1.556 -2.314
H 0.073 1.741 -4.832
C 0.815 0.274 -0.318
C -0.918 1.623 -4.376
C 1.128 -0.528 3.269
H 1.735 -2.309 7.840
H 0.908 0.467 3.629
H 1.423 -2.301 0.406
O 1.028 -0.675 -1.041
C -1.317 0.141 -4.448
H 1.907 -3.611 4.437
H -3.658 0.432 -5.843
H -0.419 2.069 -0.461
C 1.689 -2.815 3.745
H -1.673 3.535 -5.013
C -0.788 2.065 -2.924
C -1.922 2.481 -5.152
C 1.691 -3.074 2.386
H 1.912 -4.074 2.042
C 1.757 -2.577 6.788

---

[8]
8
Properties=species:S:1:pos:R:3 method="wB97M-V/def2-TZVPD" orbital_gap_ev=9.6 smiles="CC1=NN1Cl" e_above_lowest_ev=5.135 total_energy_ev=-17620.274 molar_mass_da=90.5
N 1.080 1.440 0.087
H -0.933 -1.128 -1.392
C -0.815 -0.645 -0.382
H -0.956 -1.546 0.221
C 0.534 -0.186 -0.243
N 1.696 0.150 -0.074
Cl 0.821 1.827 1.778
H -1.428 0.087 0.005

---

[9]
16
Properties=species:S:1:pos:R:3 method="wB97M-V/def2-TZVPD" orbital_gap_ev=8.4 e_above_lowest_ev=4.410 total_energy_ev=-6379.450 molar_mass_da=82.1
H -2.559 -0.838 0.286
H 2.304 0.295 1.062
C -0.673 0.167 0.810
H -0.882 -2.392 -0.842
C 0.432 1.087 0.195
C 0.023 -1.166 0.736
C -1.723 -0.333 -0.207
C 1.862 0.491 0.080
H -2.126 0.364 -0.952
H -1.007 0.543 1.786
H -0.047 -0.970 -1.473
H 1.944 -0.445 -0.487
H 0.524 1.976 0.823
C -0.638 -1.349 -0.630
H 0.095 1.416 -0.795
H 2.482 1.225 -0.438

---

[10]
28
Properties=species:S:1:pos:R:3 method="wB97M-V/def2-TZVPD" orbital_gap_ev="6.5 / 8.1" e_above_lowest_ev=3.051 total_energy_ev=-14958.849 charge=+1 molar_mass_da=170.2
H 0.214 -1.845 1.497
H 3.376 -0.223 -1.793
N -0.440 2.782 -0.174
C 2.877 -1.412 0.263
H 1.147 -0.558 2.255
H -4.266 -0.364 -1.813
H 1.724 -0.262 -2.415
H -2.284 0.011 -0.547
N -3.692 -0.977 -1.243
H -3.582 -1.847 -1.756
H 3.811 -0.883 0.461
H -0.033 0.863 -1.508
H 2.310 1.166 -1.539
C 0.725 -0.234 0.175
H -4.213 -1.185 -0.397
N 1.925 -0.508 -0.337
C 0.353 -0.759 1.531
H 2.515 -1.836 1.192
C -0.917 -0.145 2.062
C -1.594 0.696 0.008
N -1.774 0.486 1.401
H -0.320 3.910 1.483
C 2.352 0.077 -1.589
H -2.000 1.709 -0.226
H -1.107 -0.284 3.118
C -0.184 0.613 -0.473
N -0.013 3.238 0.792
H 3.089 -2.230 -0.428

---

[11]
71
Properties=species:S:1:pos:R:3 method="wB97M-V/def2-TZVPD" orbital_gap_ev="7.6 / 7.5" spin_multiplicity=3 e_above_lowest_ev=0.152 total_energy_ev=-280380.394 charge=+1 molar_mass_da=804.7
H -0.382 4.227 3.902
C 0.526 -2.044 -2.149
C 0.422 -2.661 1.542
H 7.499 0.397 -1.838
H 0.552 -3.736 1.692
H -6.067 0.890 -0.422
C 0.017 -2.094 -3.557
H 2.742 -0.933 -3.556
C -6.238 0.069 -2.453
Ge -1.627 2.116 3.274
C 0.720 -2.295 0.121
C -0.313 1.428 1.965
I 2.605 1.614 -1.151
H -3.947 3.063 3.118
H -0.028 3.131 -0.516
H -1.665 3.362 0.145
H 0.110 0.505 2.367
N -4.996 0.345 -3.165
H -3.142 0.844 4.862
C 1.890 -1.855 -1.802
H -2.894 4.008 2.068
C -3.904 0.248 -2.394
H -1.053 -2.279 -3.594
S -2.317 0.434 -2.918
C 6.734 0.497 -1.080
H -1.322 3.635 5.278
Se -1.042 0.943 0.221
Ni 0.777 -0.294 -0.811
C 6.037 0.378 1.221
H 5.218 1.083 -2.483
H -0.604 -2.420 1.820
H -4.912 0.445 -4.162
H 6.258 0.188 2.262
C 4.752 0.761 0.860
H 0.200 -1.165 -4.100
C 3.289 -2.063 0.385
H 8.017 -0.055 0.546
H 0.525 -2.893 -4.103
H 0.208 2.858 4.857
H 3.915 -1.313 -2.293
C 7.021 0.246 0.252
H -3.481 2.417 1.544
H -1.724 -3.821 -0.961
H -6.125 -0.878 -0.474
Br 3.451 0.888 2.220
N -4.306 -0.038 -1.139
H -6.965 0.863 -2.613
H 3.169 -1.669 1.394
C 4.471 1.009 -0.474
H -1.552 0.074 4.818
C 5.453 0.882 -1.447
H -1.466 2.686 -1.498
C -3.129 2.997 2.400
H -2.077 -2.447 0.076
C 3.004 -1.657 -2.783
C -0.192 -2.333 -0.962
H -2.218 -2.279 -1.672
H -6.677 -0.875 -2.776
C -1.630 -2.735 -0.877
H 4.088 -1.503 -0.097
H 3.238 -2.598 -3.286
H 1.088 -2.155 2.241
C -0.684 3.332 4.447
H -3.656 0.074 -0.376
C -5.759 0.009 -0.986
H 3.628 -3.098 0.476
H 0.511 2.122 1.794
C -2.317 0.557 4.209
C 2.013 -2.010 -0.397
H -2.694 -0.172 3.488
C -1.045 2.744 -0.498

---

[12]
42
Properties=species:S:1:pos:R:3 method="wB97M-V/def2-TZVPD" orbital_gap_ev=8.7 smiles="O=C(CSc1ccccc1C(=O)O)NC1CCCCCC1" e_above_lowest_ev=0.350 total_energy_ev=-35402.001 molar_mass_da=307.4
H 4.558 -0.189 0.747
H 3.445 1.908 -0.264
C 2.965 0.933 -0.116
H 1.024 0.447 0.500
N 1.571 1.215 0.143
H 2.050 -2.807 1.519
C -5.703 0.817 0.323
H -2.991 2.828 0.269
H 2.445 -3.172 -0.726
C -0.580 2.262 -0.130
H 4.212 -0.023 -1.571
H 2.036 -0.335 2.430
C 2.098 -1.884 0.937
C -3.718 -0.461 -0.143
H 1.322 -1.012 -1.465
H -3.363 -3.591 -0.674
C 0.931 2.277 -0.370
O 1.471 3.204 -0.935
C -2.931 0.705 -0.072
H 3.870 1.007 1.831
H -5.673 -1.300 -0.010
H -6.769 0.871 0.474
C -5.096 -0.391 0.053
H 1.062 -1.600 0.730
C 2.774 -2.183 -0.400
C 2.791 -0.825 1.809
O -3.880 -2.792 -0.488
H -5.393 2.918 0.611
H 3.858 -2.224 -0.279
O -1.858 -1.854 -0.570
C -3.057 -1.736 -0.418
H -0.783 2.594 0.890
H -1.047 2.934 -0.848
H 3.476 -1.329 2.495
S -1.213 0.550 -0.344
C 2.401 -1.185 -1.496
C -4.927 1.967 0.399
C 3.618 0.246 1.088
C 3.143 0.147 -1.424
H 2.794 0.782 -2.242
C -3.561 1.916 0.205
H 2.627 -1.631 -2.468

---

[13]
65
Properties=species:S:1:pos:R:3 method="wB97M-V/def2-TZVPD" orbital_gap_ev="6.6 / 6.9" spin_multiplicity=2 e_above_lowest_ev=1.849 total_energy_ev=-163314.575 charge=+1 molar_mass_da=680.4
H 0.920 0.791 2.143
C -0.904 -3.083 -1.022
H 1.818 -4.597 3.181
H -2.106 -2.904 1.786
C -2.627 1.574 -2.182
C 3.779 -0.290 -1.205
O 1.121 -1.157 -1.947
H 0.010 -3.207 -1.591
H -2.380 -1.174 2.089
C -0.240 3.958 1.957
C -2.153 1.922 1.376
N -0.909 0.113 -2.908
O -1.680 1.983 -1.391
C -0.039 2.948 0.789
C -0.909 -1.145 -4.914
H 4.095 0.802 1.626
H -0.660 0.179 2.618
C 2.062 -1.382 1.030
C 0.966 -1.331 -3.220
C -0.180 2.133 3.498
As 2.300 0.218 -0.069
Ru -0.057 0.599 -0.868
C -2.235 -1.930 1.322
O 1.716 -1.912 -3.974
H 2.706 1.864 1.897
C 3.102 -3.029 2.469
O -3.799 1.864 -2.155
H -0.377 -1.837 -5.555
H -2.576 2.362 0.480
H -3.773 0.650 -4.552
H 4.134 -1.384 1.595
C -2.269 2.882 2.605
C -2.109 0.606 -3.216
H -0.152 -3.758 1.987
C 3.313 1.377 1.138
H -0.475 3.332 -0.129
C 0.852 -2.058 1.140
H 0.716 4.331 2.324
H -1.741 -2.935 -1.705
H -3.125 -1.958 0.693
H -0.674 1.712 4.373
H 4.628 -0.548 -0.576
H -2.771 2.390 3.438
C 0.782 -3.214 1.915
C -0.331 -0.760 -3.726
N -0.936 3.284 3.038
H 0.817 2.461 3.794
C -0.106 1.080 2.351
O -2.823 -0.957 -6.358
C -2.165 -0.631 -5.241
H 4.044 0.555 -1.840
H -0.837 4.809 1.631
H 3.781 2.148 0.526
H -1.088 -3.965 -0.410
H -2.834 3.773 2.337
As -0.743 -1.542 0.141
H -2.656 0.973 1.566
H 1.021 2.751 0.629
H -2.299 -1.540 -6.923
N -0.717 1.663 1.137
C 3.179 -1.885 1.691
C -2.787 0.253 -4.355
H 3.983 -3.401 2.975
C 1.894 -3.698 2.585
H 3.503 -1.128 -1.837

---

[14]
94
Properties=species:S:1:pos:R:3 method="wB97M-V/def2-TZVPD" orbital_gap_ev=7.4 total_energy_ev=-432360.027 charge=+1 molar_mass_da=1477.1
H 4.203 4.199 -5.247
C -0.662 6.750 0.911
N 0.198 -3.421 -2.244
H 4.975 2.387 0.151
C -5.332 -7.269 0.548
H 2.140 -3.699 -0.603
C 0.313 -2.964 -0.887
Cl -1.888 5.701 1.636
H -0.645 7.694 1.446
O 3.622 -1.215 0.519
Cl -3.674 -7.743 0.922
C -6.648 -10.903 -0.704
Cl -5.447 -5.113 3.794
H 9.109 3.043 -3.644
H 2.047 -0.898 -2.578
C 0.868 4.854 -3.205
H 3.813 3.065 4.489
C 8.385 3.853 -3.612
Cl 8.191 -0.200 -4.813
H -6.396 -4.555 -0.271
Cl 3.481 3.401 -1.363
Cl 0.191 1.952 3.585
Cl -6.189 -2.309 0.417
Cl 2.320 5.619 -3.863
H -7.380 -11.699 -0.592
H 8.046 4.085 -4.618
C 4.218 2.160 4.933
Cl 0.017 -4.029 5.258
H -0.914 6.920 -0.132
H 3.709 1.946 5.868
H -4.974 4.110 4.037
H 3.341 -1.431 1.429
H 0.663 -4.335 -2.252
Cl 2.855 2.280 -5.040
H -0.704 -2.073 0.612
H 0.687 -2.788 -2.882
Cl -6.026 4.306 1.939
Cl -5.744 -10.754 0.806
H -5.633 -6.482 1.235
H 0.527 4.093 -3.901
S -3.164 -4.029 -1.624
H -4.968 8.817 2.628
Cl 0.690 -2.656 2.771
C 4.007 2.124 -0.267
Cl -2.828 9.459 1.883
H -1.805 3.018 2.927
N 1.255 -0.263 -0.273
H -2.112 1.498 3.800
Cl 3.955 0.811 3.818
H -3.382 -6.190 4.153
Cl -4.801 7.786 0.517
H -3.202 -1.615 -0.327
H 8.755 1.199 -6.622
P -2.320 -2.344 -1.194
H 2.147 -3.669 4.325
H 3.968 3.375 -6.805
H -5.956 -11.149 -1.504
C 1.167 -3.913 3.925
Cl 2.842 1.923 1.048
H -2.075 -1.483 -2.305
C -1.510 2.402 3.772
Cl -7.499 -9.406 -1.126
Cl 10.454 1.630 -5.046
Cl 9.157 5.286 -2.923
Cl -1.775 3.311 5.263
O 2.741 -1.388 -2.111
C -4.742 3.776 3.030
H 9.881 -0.168 -6.455
N 1.543 -3.010 -0.114
P 2.311 -1.441 -0.481
Cl -5.466 -6.667 -1.106
C 9.320 0.592 -5.920
Cl -4.583 2.013 3.035
Cl 6.994 3.345 -2.645
C -7.065 -3.700 -0.243
H -5.044 9.995 1.297
Cl 0.936 6.004 1.003
C -4.547 9.103 1.668
H 1.205 -4.868 3.408
C 4.164 3.235 -5.746
Cl 5.937 2.399 5.256
H 1.119 4.398 -2.251
H -3.482 -4.629 5.001
Cl -8.468 -4.105 0.750
Cl -0.435 6.016 -2.943
H -7.402 -3.459 -1.248
C -3.703 -5.155 4.076
H 4.084 1.191 -0.818
Cl 5.721 2.424 -5.549
Cl -2.822 -4.381 2.753
H -3.802 4.211 2.703
N -0.748 -2.440 -0.348
H 1.669 0.375 0.441
H -5.982 -8.128 0.663

---

[15]
22
Properties=species:S:1:pos:R:3 method="wB97M-V/def2-TZVPD" orbital_gap_ev="4.3 / 4.3" spin_multiplicity=2 e_above_lowest_ev=2.117 total_energy_ev=-39533.304 charge=+1 molar_mass_da=228.0
C -1.111 1.070 -0.092
C 3.065 -0.111 -0.980
Li 1.582 1.848 -0.097
O -1.761 1.463 1.003
O -0.293 1.775 -0.672
H 4.036 -0.554 -1.305
H 2.623 -1.845 0.286
C -2.824 0.543 1.283
C 0.339 -0.589 0.630
H -3.661 1.096 1.717
C -3.124 -0.044 -0.090
O 3.079 1.260 -0.917
Sc -0.835 -1.719 -1.829
H 2.316 -0.490 -1.716
H -3.336 -1.118 -0.065
O 0.290 -1.581 -0.140
C 2.757 -0.759 0.371
H -2.453 -0.216 1.983
O 1.567 -0.161 0.956
O -1.889 0.180 -0.802
H -3.920 0.490 -0.621
H 3.551 -0.540 1.096

---

[16]
24
Properties=species:S:1:pos:R:3 method="wB97M-V/def2-TZVPD" orbital_gap_ev=9.3 smiles=Cc1ccc(O)cc1.CC e_above_lowest_ev=2.041 total_energy_ev=-11605.595 molar_mass_da=138.2
H 0.962 2.556 2.121
H -1.690 -3.258 0.833
H 3.696 -0.562 -1.831
C -1.189 -1.522 0.380
C 3.480 0.352 -2.279
H -0.023 3.172 0.843
H -0.643 0.305 3.171
C -0.074 2.484 1.687
H -0.184 1.578 -0.860
H 1.750 1.597 -3.160
H -1.416 -1.842 2.398
C 2.123 0.507 -2.920
C -0.900 0.236 2.133
C -0.522 1.145 1.184
H -0.622 2.914 2.433
C -1.334 -1.110 1.668
H 3.467 1.079 -1.403
H -1.057 -0.673 -1.558
H 1.366 0.040 -2.316
O -1.574 -2.746 -0.042
H 4.194 0.769 -3.069
C -0.919 -0.463 -0.620
C -0.518 0.776 -0.153
H 1.910 -0.127 -3.752